{"formula": "C29H25O7PSi", "method": "ωB97M-V/def2-TZVPD", "species": ["C", "Si", "C", "C", "C", "C", "C", "C", "C", "C", "C", "O", "C", "C", "P", "O", "C", "C", "C", "C", "C", "O", "H", "H", "H", "H", "H", "H", "H", "H", "H", "H", "H", "H", "H", "H", "H", "H", "H", "O", "C", "C", "C", "C", "O", "C", "C", "H", "H", "H", "H", "O", "C", "C", "C", "C", "O", "C", "C", "H", "H", "H", "H"], "xyz": [[4.114, -4.177, -0.076], [4.852, -2.430, 0.180], [6.057, -2.584, 1.671], [5.674, -1.749, -1.395], [3.484, -1.207, 0.733], [3.756, 0.074, 1.422], [2.684, 0.975, 1.873], [1.306, 0.588, 1.609], [1.039, -0.683, 0.901], [2.086, -1.581, 0.448], [-0.470, -1.025, 0.658], [-0.888, -1.450, -0.390], [-1.396, -0.718, 1.885], [-2.462, -1.614, 2.328], [-2.656, -3.221, 1.374], [-3.574, -2.961, 0.211], [-3.290, -1.237, 3.471], [-3.055, 0.035, 4.174], [-1.958, 0.913, 3.727], [-1.130, 0.555, 2.590], [0.065, 1.424, 2.068], [0.019, 2.628, 2.003], [3.956, -4.722, 0.896], [3.132, -4.120, -0.622], [4.862, -4.772, -0.675], [6.605, -3.557, 1.525], [5.491, -2.657, 2.635], [6.738, -1.694, 1.655], [4.963, -0.992, -1.837], [5.877, -2.567, -2.143], [6.603, -1.183, -1.128], [4.840, 0.286, 1.609], [2.938, 1.924, 2.399], [1.776, -2.503, -0.088], [-1.362, -3.584, 0.868], [-3.072, -4.266, 2.246], [-4.112, -1.919, 3.809], [-3.699, 0.328, 5.041], [-1.746, 1.869, 4.257], [-2.900, 4.566, 2.117], [-2.482, 5.263, 1.213], [-1.168, 5.000, 0.581], [-0.713, 5.768, -0.408], [-1.499, 6.913, -0.919], [-1.084, 7.612, -1.822], [-2.813, 7.175, -0.287], [-3.269, 6.409, 0.702], [-0.605, 4.157, 0.967], [0.245, 5.593, -0.882], [-3.375, 8.017, -0.672], [-4.227, 6.585, 1.175], [-2.302, 0.962, -4.670], [-2.552, -0.223, -4.579], [-2.789, -0.861, -3.265], [-3.062, -2.162, -3.165], [-3.141, -3.024, -4.366], [-3.391, -4.209, -4.278], [-2.904, -2.386, -5.683], [-2.632, -1.086, -5.781], [-2.728, -0.217, -2.397], [-3.237, -2.644, -2.209], [-2.965, -3.031, -6.550], [-2.457, -0.602, -6.734]], "forces_ev_per_angstrom": [[-0.0839, -0.0837, -0.1928], [0.0856, -0.2580, 0.8641], [-0.1480, -0.2047, -0.5194], [-0.2879, 0.3231, -0.1980], [-2.0861, 1.1818, 0.3732], [-1.7389, -1.0763, -0.4226], [-0.0650, -1.8007, -1.2141], [0.9634, -1.3644, -0.4494], [0.4728, 0.6168, 0.4550], [0.2403, 2.6327, 1.3216], [0.6168, 0.6314, 1.0692], [0.2462, -0.0940, 0.4927], [-0.3381, 0.8403, 1.1943], [1.0156, 1.0392, 0.9136], [-0.9843, 1.7238, -1.9183], [0.4282, -0.6929, 1.0988], [1.2560, 1.4170, -0.2368], [1.3847, -0.7452, -1.9690], [-0.5322, -1.3622, -0.7622], [-1.1447, -1.6271, 0.1405], [0.0615, -1.2226, 0.0271], [0.3207, -0.8386, 0.5010], [0.0994, 0.6283, -0.8761], [1.0186, -0.3219, 0.3765], [-0.8871, 0.5127, 0.4782], [-0.1633, 1.1165, 0.2454], [0.5238, 0.2104, -0.8221], [-0.3343, -0.9466, 0.3307], [0.7262, -0.8643, 0.2323], [-0.0456, 0.9705, 0.7228], [-0.6106, -0.6179, -0.3605], [-1.2547, 0.1238, -0.0229], [-0.3735, -0.9082, -0.5236], [0.4448, 0.7805, 0.4661], [-0.3703, 0.0397, 0.9339], [0.3108, 0.4288, 0.0914], [0.9242, 0.7543, -0.3348], [0.7597, -0.3240, -0.9704], [-0.2956, -0.8700, -0.5038], [-0.0006, 0.0952, -0.0803], [-0.0189, -0.1465, 0.1308], [0.2243, -0.0246, -0.1518], [-0.0643, -0.1016, 0.1405], [0.1663, 0.0976, -0.2115], [-0.0716, -0.0401, 0.1052], [-0.1668, -0.0282, 0.1367], [-0.0709, 0.1645, -0.0956], [-0.1942, 0.2721, -0.0842], [-0.0163, 0.0294, -0.0305], [0.0400, -0.0001, -0.0326], [0.0094, -0.0340, 0.0215], [-0.0157, -0.1136, -0.0504], [0.0295, 0.2201, 0.1149], [-0.0413, -0.1539, 0.0549], [0.0037, 0.0744, 0.1881], [-0.0496, -0.1562, 0.1031], [0.0475, 0.1103, -0.0774], [0.0395, 0.1340, -0.1607], [-0.0178, -0.1694, -0.1368], [0.0197, -0.0102, -0.0089], [-0.0019, 0.0211, 0.0378], [-0.0111, -0.0278, 0.0298], [0.0058, 0.0391, 0.0255]], "mulliken_charge": [-1.01, 0.29, -1.03, -1.04, 0.69, -0.31, -0.98, 0.61, 0.10, -0.65, -0.18, -0.40, 0.56, 0.33, 0.39, -0.61, -0.45, -0.66, -0.60, 0.47, 0.11, -0.62, 0.26, 0.32, 0.31, 0.33, 0.31, 0.30, 0.31, 0.33, 0.30, 0.31, 0.38, 0.26, 0.03, 0.11, 0.33, 0.35, 0.39, -0.55, 0.24, -0.16, -0.49, 0.35, -0.56, -0.39, -0.40, 0.78, 0.44, 0.40, 0.41, -0.56, 0.37, -0.38, -0.31, 0.33, -0.55, -0.36, -0.40, 0.46, 0.61, 0.41, 0.40], "charge": 0, "smiles": "C[Si](C)(C)c1ccc2c(c1)C(=O)c1c([PH2]=O)cccc1C2=O.O=C1C=CC(=O)C=C1.O=C1C=CC(=O)C=C1", "total_energy_ev": -61973.7711, "homo_lumo_gap_ev": 8.4, "spin_multiplicity": 1}